The following is a quantum chemistry calculation of a 12-piece molecular cluster, C102H217N11O12 overall, from OMol25.

Geometry as XYZ:
```
342
Properties=species:S:1:pos:R:3:forces:R:3
O -6.953 7.366 -1.942 0.339 -0.758 0.698
O 3.505 -5.017 4.491 -0.576 0.114 0.563
O -3.790 0.013 -7.259 0.788 0.256 -0.246
O 5.537 5.130 5.298 -0.207 0.113 -0.717
O 6.174 3.034 -4.383 -0.215 -0.283 0.233
O -3.152 -7.762 -1.762 -0.090 0.181 -0.062
O 6.283 -3.810 -0.057 -0.023 -0.631 -1.079
O 5.611 -3.693 3.038 -0.985 -0.540 -1.354
O -8.640 -3.345 1.105 -2.062 -1.650 0.177
O -2.203 0.224 1.874 0.318 -0.791 0.059
O -3.526 2.234 3.551 0.659 0.738 1.568
O 2.273 7.391 -1.918 1.432 1.073 1.288
N -1.083 0.602 1.111 0.313 1.071 -0.967
N -7.558 -2.564 1.179 3.929 2.421 -0.483
N 2.227 -4.601 3.987 -0.419 -0.430 0.250
N -2.062 -7.114 -2.309 2.973 0.805 1.149
N -2.395 2.617 4.338 2.879 0.366 -1.146
N 1.467 6.531 -2.591 -0.609 -1.136 -1.950
N 5.411 -4.720 -0.726 -2.042 -0.723 -0.126
N 4.855 4.426 4.289 -1.433 -1.101 -0.006
N -4.336 -0.428 -6.086 -3.115 -1.467 0.806
N -6.687 6.538 -0.820 0.040 -0.238 2.042
N 7.051 2.093 -3.791 1.095 -0.396 0.404
C 1.177 -5.164 6.320 0.208 -0.397 -0.713
C 1.278 4.425 -3.887 -1.135 0.299 1.313
C -8.387 4.904 -1.592 1.993 0.039 0.530
C -2.402 -7.880 -4.614 -0.043 0.757 -1.295
C -2.346 2.112 5.719 -0.165 -1.647 1.529
C -0.238 1.406 -1.030 -1.397 -0.548 -0.271
C 5.778 -2.326 3.397 0.188 -0.406 0.726
C 7.712 1.231 -4.807 0.975 -1.391 1.088
C 3.361 5.774 -3.920 -0.477 -0.446 1.061
C -6.633 -0.229 1.445 0.650 -0.147 0.963
C -8.833 -0.966 2.599 0.328 0.154 0.114
C 3.790 -2.848 -1.018 -0.415 -0.765 1.359
C -1.416 -7.813 -3.457 -1.157 -0.963 0.125
C -0.957 2.483 6.430 -1.162 1.659 -2.122
C 8.234 -0.329 -2.868 0.107 -0.050 0.373
C 2.667 -5.735 1.847 0.413 1.010 0.699
C -0.625 4.424 4.741 0.408 -1.733 0.387
C 6.815 0.213 -5.567 -0.605 1.048 0.171
C 2.182 5.308 -2.975 -0.224 0.459 -2.778
C 5.930 -6.106 -0.952 -0.624 0.415 1.148
C -5.473 7.012 -0.021 -0.786 -0.506 -0.146
C 1.858 -7.136 3.773 -0.353 0.048 0.294
C -2.009 -5.643 -2.076 1.292 1.110 -1.147
C -5.582 -2.259 -7.339 0.739 0.480 -0.256
C -7.899 -1.133 1.339 -0.805 0.191 1.408
C 4.777 -7.078 -1.396 0.646 0.768 -0.562
C 0.145 6.538 -2.068 -1.057 -0.877 1.266
C 3.891 -6.554 -2.525 -0.165 -0.001 1.564
C 5.752 -2.256 4.860 -0.169 0.671 2.449
C -0.584 3.966 6.201 -1.322 0.492 0.535
C 1.312 -4.188 5.105 0.200 1.055 0.376
C -0.021 -3.828 4.445 -0.401 -1.290 -0.298
C -4.071 0.363 -4.876 0.368 -1.773 0.719
C -0.376 7.988 -2.071 -0.539 0.022 -0.072
C -4.707 -1.897 -6.116 0.921 0.321 0.271
C 8.815 0.406 -4.062 -0.712 -0.453 -0.135
C -0.577 -5.075 -2.540 -1.608 -0.733 0.751
C 5.737 3.429 3.628 -0.721 -0.187 -0.005
C 0.178 -0.089 1.489 1.233 0.078 0.372
C 4.295 6.406 2.776 -0.089 -0.176 1.187
C -0.641 -4.899 3.536 0.836 -0.229 0.769
C -2.400 0.503 5.704 -0.765 0.757 -0.228
C 5.148 -3.585 -2.936 -0.055 0.619 -0.193
C 6.379 -6.646 0.451 0.972 0.023 -1.033
C 1.800 -2.793 5.661 0.743 -0.985 -0.928
C -1.913 4.008 3.976 -1.234 1.342 0.220
C 0.533 0.119 2.979 -0.231 0.425 0.700
C -4.940 -0.139 -3.696 -0.613 0.186 0.013
C 6.384 2.516 4.661 -0.062 -0.170 0.015
C -3.420 -2.802 -6.092 -0.579 0.195 -0.872
C 4.711 -1.454 2.794 0.316 0.838 -1.293
C -3.088 -4.981 -2.979 -0.648 0.867 0.612
C -0.698 5.622 -2.992 -0.854 0.257 0.519
C -5.451 4.555 1.083 -1.107 1.282 -0.269
C -4.112 6.957 -0.767 -0.055 -0.004 -0.549
C -5.348 6.110 1.238 1.494 -0.692 0.423
C 7.599 0.621 -1.860 -0.458 -0.078 -1.203
C 3.756 5.196 3.594 -0.212 -0.218 0.042
C 1.342 0.602 0.713 -0.327 0.604 -1.473
C 5.253 0.730 -2.666 -0.332 -0.481 -0.611
C -5.055 -1.629 -3.611 0.821 -0.409 -0.239
C -6.470 -3.137 2.001 0.017 0.631 0.774
C 4.445 -4.085 -1.688 0.491 -0.480 -0.029
C -1.823 -0.637 -0.942 0.754 -0.934 -1.149
C -8.704 -0.709 0.129 -0.268 -0.188 -0.671
C -2.086 -5.192 -0.562 -1.103 -1.353 -1.265
C -3.588 2.579 6.576 0.596 -0.358 -0.174
C -6.958 -3.436 3.475 -0.058 -0.700 0.146
C 6.310 2.650 -1.426 0.226 0.883 -0.747
C -6.731 4.225 0.293 -0.084 0.894 -0.613
C -0.146 -5.625 -3.831 0.743 -0.414 -1.928
C -1.189 -9.301 -3.067 0.831 0.836 1.172
C -5.757 8.477 0.478 0.150 -0.594 -0.061
C -5.895 -4.353 1.274 -0.609 -1.563 0.122
C 3.891 3.362 1.801 0.708 -0.556 1.232
C -5.281 -2.152 2.086 0.205 -0.482 2.042
C 6.522 1.536 -2.523 0.365 0.447 1.800
C 7.105 -6.154 -1.951 -0.544 0.136 1.667
C 8.455 2.052 -5.828 -0.326 1.705 -0.568
C -5.539 -2.204 -4.911 -0.915 -0.368 0.276
C 4.825 2.529 2.799 -1.224 0.709 -1.970
C 1.779 -5.721 3.118 -0.472 -0.433 -1.291
C 2.652 4.462 -1.869 1.420 -0.416 1.577
C -3.038 5.095 4.269 0.629 -0.654 0.057
C -2.581 0.174 -4.429 -0.460 1.201 -0.923
C 1.055 0.699 -0.818 0.337 -0.519 1.241
C 0.362 -5.438 2.525 -0.330 0.462 0.935
C -4.382 1.819 -5.087 0.556 0.641 -0.570
C 6.841 4.055 2.761 -0.248 0.911 -0.581
C 0.299 -1.599 1.219 -0.262 -0.721 -0.773
C 3.369 -5.212 -2.073 0.188 2.399 -0.074
C 2.967 4.273 2.657 0.702 -1.356 -1.388
C -0.151 4.206 -3.240 1.925 1.381 -1.162
C -2.676 1.646 -0.588 -0.047 0.205 1.562
C -0.078 -7.130 -3.878 -0.132 -0.770 0.933
C 2.743 5.753 4.658 0.813 -0.209 0.761
C -5.795 4.567 -2.072 -0.574 -0.267 0.074
C 0.013 6.037 -0.564 0.960 -0.006 -0.407
C -5.605 -0.731 2.522 -1.023 -0.065 -2.062
C -1.479 0.703 -0.341 1.027 0.901 -0.009
C -1.576 4.184 2.476 0.036 -1.092 0.158
C -6.909 5.056 -1.079 1.432 0.330 0.187
H -6.807 8.646 0.720 -0.109 -0.305 -0.355
H 0.215 8.708 -1.505 0.247 -0.422 0.276
H -6.022 -3.256 -7.330 0.357 -0.238 0.552
H 5.435 -4.396 -3.606 0.279 0.227 0.004
H -0.757 -5.313 -4.677 -0.186 0.454 0.043
H 7.083 -0.035 -1.158 -0.004 0.394 0.502
H -5.427 9.253 -0.211 -0.037 -0.161 -0.145
H -6.169 -0.176 0.460 0.160 -0.052 -0.073
H -3.942 2.422 -4.293 -0.157 -0.023 0.259
H -8.505 3.844 -1.814 -0.383 0.102 -0.272
H -4.173 7.317 -1.794 -0.151 0.544 -0.018
H 7.523 -7.149 -1.795 0.125 -0.131 -0.968
H 0.970 -1.843 0.395 -0.005 0.377 -0.445
H -3.559 1.162 -0.171 -0.239 0.184 -0.096
H 2.329 0.158 0.834 -0.195 -0.701 0.419
H -1.682 5.566 -2.526 -0.235 -0.082 0.103
H 3.957 4.898 -4.176 0.028 -0.019 -0.150
H -9.584 -1.755 2.628 0.095 -0.077 -0.116
H 0.957 -0.290 -1.265 0.266 -0.216 0.035
H 5.567 -0.247 -3.032 -0.485 -0.152 -0.149
H -3.924 4.971 3.648 -0.104 -0.338 0.025
H -6.615 -4.391 3.873 0.292 -0.289 -0.399
H 2.947 6.217 -4.826 0.035 0.043 0.080
H -8.172 -0.895 -0.804 0.407 0.171 0.002
H -3.117 -5.426 -0.296 0.135 -0.257 0.819
H -6.491 -5.257 1.399 -0.557 0.020 0.155
H -4.480 0.225 -2.777 0.008 0.211 0.075
H -9.050 5.210 -0.782 -0.056 -0.022 -0.128
H -9.608 -1.307 0.015 -0.172 0.112 0.344
H -2.166 0.868 2.586 -0.382 0.236 0.334
H 7.751 2.701 -6.350 -0.172 -0.153 -0.325
H 6.317 -4.271 3.337 0.320 0.310 0.220
H -4.027 -1.936 -3.421 -0.093 -0.839 0.400
H -0.226 2.437 -0.676 0.090 0.034 0.225
H 0.773 -7.410 -3.257 -0.312 -0.366 0.801
H 5.709 3.497 -1.759 -0.306 -0.106 -0.282
H -2.259 -0.836 -4.176 -0.337 0.143 0.274
H -0.965 6.192 -0.110 -0.070 0.177 -0.252
H -3.539 3.619 6.900 0.060 0.015 -0.145
H -2.652 -6.881 -4.972 -0.220 0.165 0.042
H 5.145 6.255 2.111 -0.230 -0.470 -0.065
H -1.364 7.999 -1.609 -0.140 0.013 -0.110
H -0.615 3.695 -4.083 -0.947 -0.162 0.577
H 4.122 -4.450 4.023 0.302 0.294 -0.276
H -0.030 -6.360 2.094 0.155 -0.038 -0.173
H -9.383 -0.027 2.662 0.075 0.226 -0.537
H 0.266 -7.554 -4.821 -0.505 0.309 -0.458
H 6.147 -1.325 5.269 0.502 0.162 -0.305
H 7.629 3.393 2.401 -0.140 -0.303 0.312
H -3.901 2.167 -6.001 -0.112 0.043 -0.139
H 4.359 -6.565 -3.509 0.144 0.242 0.075
H 9.021 1.506 -6.582 -0.246 -0.450 0.207
H 3.336 2.661 1.179 -0.301 -0.038 0.207
H -0.741 -3.747 5.259 -0.031 0.870 0.019
H 3.663 -1.743 2.715 0.199 -1.050 0.253
H -3.322 5.089 5.322 -0.068 0.144 -0.040
H 6.568 3.839 -4.039 -0.225 0.398 -0.263
H -0.164 1.962 5.894 -0.036 -0.659 0.361
H -1.486 -4.411 3.050 -0.255 -0.451 -0.059
H 1.895 1.185 -1.314 -0.008 0.144 -0.089
H 7.327 4.906 3.237 0.251 -0.132 0.504
H -2.923 -2.728 -7.060 0.388 0.421 -0.008
H -5.424 5.323 -2.764 -0.495 0.167 -0.311
H 6.713 1.644 4.096 0.764 0.101 -0.011
H -0.109 3.614 -2.326 -0.125 0.028 -0.320
H 5.359 1.783 2.212 0.664 0.282 -0.165
H -0.963 2.328 7.509 -0.182 -0.572 -0.220
H -8.290 -0.993 3.544 0.229 -0.265 -0.065
H 1.730 3.453 -4.085 0.333 0.055 0.140
H -3.344 0.181 5.265 -0.027 0.096 -0.435
H 6.664 -7.686 0.291 0.078 -0.156 0.150
H -8.513 -3.830 0.286 -0.283 -0.150 -0.142
H -4.935 -4.719 1.638 0.258 0.605 0.244
H -1.969 0.495 -5.273 0.297 0.025 -0.116
H -0.493 5.502 4.651 0.006 -0.062 -0.022
H -4.657 -0.204 2.624 -0.191 0.497 -0.520
H -6.567 -1.878 -5.070 -0.133 0.502 -0.132
H -3.652 5.980 -0.921 -0.402 -0.414 0.499
H -0.581 -3.990 -2.642 -0.474 0.140 0.342
H 8.320 1.272 -1.365 0.201 -0.295 0.033
H 5.686 -6.628 1.292 -0.427 0.296 -0.461
H 2.008 6.461 4.277 0.290 0.081 -0.388
H 6.213 5.583 4.789 0.529 0.626 0.273
H -1.595 -0.017 5.186 0.115 0.516 -0.235
H 6.321 -0.536 -4.949 0.322 -0.006 0.048
H 9.135 -0.316 -4.813 0.280 -0.110 0.031
H 0.870 -4.686 7.250 0.078 0.369 -0.177
H -4.869 4.274 -1.577 -0.225 -0.220 0.412
H 2.342 4.844 1.971 0.027 0.448 0.107
H 1.522 -7.941 3.119 -0.101 0.282 -0.495
H -4.522 2.405 6.042 -0.028 0.183 -0.304
H 4.521 -2.877 -3.479 -0.406 -0.230 -0.244
H -0.585 -9.810 -3.818 -0.052 -0.017 0.020
H 2.901 -2.444 -1.503 0.147 -0.158 -0.501
H -6.277 7.116 -2.576 0.287 0.117 -0.628
H 2.169 5.026 5.234 0.040 -0.739 -0.643
H -5.969 0.219 -3.690 -0.005 0.632 -0.460
H -0.660 -2.019 0.915 -0.035 -0.209 0.482
H -4.549 4.101 0.673 0.035 0.378 -0.824
H -3.900 -7.455 -2.280 -0.696 -0.051 -0.217
H -0.871 6.186 -3.909 0.230 -0.244 -0.362
H 1.218 -7.236 4.650 -0.017 0.217 0.052
H 4.004 6.489 -3.407 0.010 0.009 -0.056
H 0.279 4.991 -0.411 -0.227 -0.254 -0.383
H -2.885 1.991 -1.601 0.402 -0.722 -0.362
H 7.485 -1.050 -3.195 -0.179 0.057 -0.178
H 0.512 1.155 3.318 0.144 0.424 -0.493
H 3.283 6.205 5.491 0.300 0.569 -0.314
H -3.347 7.531 -0.245 -0.175 0.292 0.073
H 2.755 -4.802 -2.875 0.007 0.376 -0.168
H -2.412 0.920 -3.652 0.376 -0.374 0.299
H -1.296 4.648 6.664 -0.267 -0.225 0.729
H 0.767 -2.188 2.007 -0.413 0.228 0.466
H 0.773 6.544 0.031 -0.114 0.403 0.106
H -4.326 6.216 1.601 0.490 0.455 -0.250
H 2.806 -2.903 6.068 -0.137 0.001 0.500
H -5.251 8.639 1.429 0.404 -0.048 -0.049
H -2.327 3.727 1.831 -0.072 -0.055 0.088
H -4.941 -2.225 -8.220 -0.350 0.282 -0.285
H -6.440 -1.591 -7.412 0.280 0.317 -0.159
H -1.957 -4.133 -0.337 0.216 0.137 -0.707
H -2.783 -4.680 -3.981 0.513 -0.046 0.151
H -4.009 -5.530 -3.175 0.071 -0.771 0.289
H -0.948 -5.718 4.187 -0.503 -0.092 -0.086
H -6.093 -0.610 3.490 0.007 -0.647 0.166
H -1.474 5.223 2.164 -0.049 0.129 0.395
H 0.231 3.926 4.285 0.048 0.116 -0.558
H 4.631 -0.506 3.325 0.482 0.107 0.077
H -0.047 -0.353 3.772 -0.598 -0.568 -0.592
H 0.384 -4.677 1.745 0.583 -0.078 -0.290
H -2.277 -0.554 -1.929 -0.266 0.347 0.105
H -0.895 -1.162 -1.171 0.065 -0.327 0.179
H -8.039 -3.494 3.606 -0.091 0.073 -0.542
H -6.153 3.707 -2.638 0.082 -0.022 -0.169
H 0.180 -5.312 -1.792 -0.098 -0.159 0.282
H 6.426 4.537 1.877 -0.218 -0.284 -0.195
H -2.446 -1.325 -0.370 -0.076 0.394 0.407
H 3.031 -7.223 -2.559 -0.071 -0.120 -0.355
H -6.907 0.784 1.740 -0.515 0.102 -0.297
H -3.717 1.966 7.468 0.362 -0.032 0.104
H 3.680 -6.032 2.116 -0.112 -0.759 -0.438
H -1.331 -5.757 -0.016 -0.346 -0.127 0.195
H 4.720 0.562 -1.731 0.145 0.168 0.153
H -0.448 1.435 -2.099 -0.158 0.091 -0.165
H 5.686 2.060 5.363 -0.256 0.592 0.209
H 0.093 -2.940 3.823 -0.054 0.298 0.511
H -0.464 8.439 -3.060 -0.028 -0.348 -0.308
H 2.856 -7.443 4.084 0.126 0.472 -0.031
H -3.327 -8.420 -4.409 0.033 0.081 0.414
H -2.669 6.082 3.990 0.166 0.026 0.202
H 5.219 -8.004 -1.763 0.291 -0.164 0.454
H 2.165 -6.218 1.009 0.381 -0.741 0.241
H 2.127 -5.669 6.494 0.155 0.215 0.060
H -5.838 6.541 2.111 -1.054 -0.378 -0.269
H 7.369 -0.262 -6.376 0.024 -0.019 0.105
H -2.527 2.586 -0.056 0.034 0.016 0.386
H -4.680 -2.497 2.927 0.186 -0.708 0.063
H 3.137 5.063 -1.099 -0.058 0.210 0.217
H 5.939 -3.848 0.838 -0.055 0.138 0.478
H -5.672 -3.286 -4.897 0.322 -0.228 0.341
H 7.239 3.119 -1.102 0.422 -0.131 -0.359
H 2.689 -5.225 -1.222 0.071 -0.701 0.230
H -5.754 -1.943 -2.835 0.386 0.047 0.376
H 0.342 4.109 6.757 0.340 0.397 -0.540
H -4.585 -2.283 1.258 -0.377 0.688 -0.487
H -2.725 -2.582 -5.282 -0.123 0.034 -0.064
H -8.509 5.567 -2.449 -0.251 -0.342 -0.043
H -5.820 -4.261 0.191 0.092 0.648 -0.008
H 6.013 0.808 -6.003 -0.155 -0.092 -0.285
H -5.450 2.028 -5.151 0.032 -0.168 -0.018
H -2.878 -0.274 -7.174 0.704 0.097 -0.615
H 7.284 -6.116 0.748 0.078 0.030 0.126
H -0.620 3.695 2.287 0.008 -0.153 -0.256
H -3.503 -4.098 -2.493 0.266 0.408 0.025
H 4.649 7.053 3.579 -0.014 0.680 -0.313
H -7.648 4.481 0.824 0.200 0.082 0.606
H 4.558 1.179 -3.375 -0.012 0.023 -0.061
H 9.693 0.990 -3.786 -0.175 0.334 0.045
H 2.272 3.556 3.095 0.050 0.230 0.881
H 4.750 -2.215 5.287 -0.240 -0.679 -0.203
H 4.203 1.874 3.409 -0.305 0.447 0.496
H 5.074 -1.247 1.787 -0.436 0.332 -0.296
H 4.162 -7.279 -0.518 -0.082 -0.070 -0.039
H 1.101 -2.335 6.360 0.057 -0.304 0.135
H -5.404 4.068 2.057 -0.681 0.174 0.321
H -8.976 0.345 0.180 -0.002 0.003 0.047
H 3.454 -3.131 -0.020 -0.354 -0.453 0.154
H 3.459 3.822 -2.226 -0.161 -0.393 -0.064
H 1.091 4.892 -4.854 0.159 0.215 -0.007
H 2.255 8.185 -2.457 0.267 0.191 0.015
H 6.325 -3.071 5.302 -0.063 -0.017 0.172
H -6.760 3.141 0.178 -0.188 -0.043 -0.764
H 8.935 -0.966 -2.328 0.461 0.131 -0.166
H 1.893 3.860 -1.371 -0.085 -0.028 -0.184
H 7.186 3.039 5.182 0.062 -0.386 0.081
H -0.656 -9.237 -2.118 0.546 -0.295 -0.021
H 6.785 -2.019 3.112 -0.063 0.276 -0.634
H 3.463 6.853 2.231 0.166 0.247 0.062
H -2.056 -9.898 -2.785 -0.352 0.368 -0.612
H 6.732 -5.860 -2.932 0.518 -0.490 -0.082
H 5.966 -2.939 -2.617 0.549 -0.414 -0.092
H -6.634 -2.749 4.257 0.236 0.527 -0.441
H -3.668 -3.864 -6.081 -0.307 -0.060 0.391
H 0.469 -5.978 6.163 -0.203 0.103 -0.260
H -4.159 2.801 3.996 -1.211 -0.073 -0.450
H 1.923 -2.113 4.818 -0.141 0.058 -0.153
H 5.870 2.349 -0.476 -0.255 -0.748 -0.266
H -2.458 0.028 6.684 0.279 0.605 0.438
H 2.833 -4.727 1.469 -0.287 0.393 0.230
H 0.858 -5.235 -4.000 0.118 0.032 -0.421
H 9.151 2.778 -5.408 0.127 -0.209 0.527
H -1.988 -8.370 -5.495 0.285 -0.233 0.061
H 4.433 -2.019 -0.721 0.556 -0.041 -0.849
H 1.518 1.631 1.027 -0.494 0.203 0.373
H 4.472 3.913 1.061 0.301 0.264 0.243
H 7.855 -5.460 -1.572 0.064 0.233 -0.346
H 1.534 -0.268 3.169 0.225 0.086 -0.279
```
Positions in Å, forces in eV/Å.

As for the max |F|: 0.0902 hartree/bohr. Its multiplicity is 1. Its SMILES is CC1(C)CCCC(C)(C)N1O.CC1(C)CCCC(C)(C)N1O.CC1(C)CCCC(C)(C)N1O.CC1(C)CCCC(C)(C)N1O.CC1(C)CCCC(C)(C)N1O.CC1(C)CCCC(C)(C)N1O.CC1(C)CCCC(C)(C)N1O.CC1(C)CCCC(C)(C)N1O.CC1(C)CCCC(C)(C)N1O.CC1(C)CCCC(C)(C)N1O.CC1(C)CCCC(C)(C)N1O.CC(C)O. The calculation puts the orbital gap at 0.3051 Ha. The value obtained for the lowest unoccupied orbital energy is 0.0140 hartree. The value obtained for the energy above the lowest of the compared OMol25 structures with the same formula, charge and spin is 37.68 kcal/mol. Its HOMO energy is -0.2911 Eh.